93
Properties=species:S:1:pos:R:3:forces:R:3:lowdin_charge:R:1 method="wB97M-V/def2-TZVPD" homo_ev=-8.66 orbital_gap_ev=7.2 smiles="CC(=O)N(C)c1c(OC[C@@H](C)O)c([PH2]=S)c2nc(CCC(=O)Nc3ccccc3)c(Br)nc2c1[PH2]=S.ClC(Cl)Cl.ClC(Cl)Cl.ClC(Cl)Cl.ClC(Cl)Cl.ClC(Cl)Cl.ClC(Cl)Cl" lumo_energy_ev=-1.47
C 0.624969 -0.771980 6.192042 -0.2 0.0 -0.5 -0.01
C 0.191214 -2.110863 5.653404 -0.9 -0.1 0.1 -0.45
O -0.823113 -2.617474 6.072769 0.4 -0.3 0.4 0.09
N 0.952978 -2.799307 4.654402 -0.4 0.2 0.1 -0.07
C 0.623277 -4.238353 4.593502 0.3 0.3 -0.6 -0.03
C 0.926127 -2.176457 3.364902 0.8 0.3 -0.2 -0.16
C -0.263168 -1.679544 2.746068 0.0 -0.2 0.1 -0.20
O -1.446759 -1.776994 3.416947 0.5 -0.1 -0.4 -0.09
C -2.330191 -2.800054 2.908662 -0.9 0.5 0.7 -0.09
C -3.801138 -2.377626 3.195465 1.8 1.3 -0.1 -0.48
C -3.908420 -1.128237 4.062968 -0.4 0.0 -0.4 -0.08
O -4.523747 -2.122963 1.966492 2.2 0.3 0.2 -0.25
C -0.219360 -1.136203 1.480654 -0.3 0.4 0.1 -0.23
P -1.726813 -0.519628 0.647964 0.1 -0.3 -0.9 0.48
S -2.291183 -1.623773 -0.860850 0.0 0.0 0.4 0.14
C 0.996721 -1.066231 0.757117 -0.7 0.0 0.1 -0.21
N 0.967817 -0.548026 -0.508239 1.0 -0.1 0.7 0.18
C 2.126913 -0.501932 -1.104626 -0.1 0.3 -0.9 -0.26
C 2.156148 0.095666 -2.493805 0.3 -0.4 0.3 -0.15
C 2.348703 -0.953020 -3.605033 0.5 0.1 -0.7 -0.11
C 1.967582 -0.299060 -4.928385 -0.7 -0.1 -0.1 -0.42
O 0.903532 0.239298 -5.067553 0.1 0.1 0.1 0.13
N 2.917269 -0.345411 -6.032167 -0.2 0.2 0.3 0.10
C 3.090473 0.902363 -6.696486 0.0 0.2 -0.6 -0.26
C 3.116468 2.128034 -6.041694 0.1 0.0 0.4 -0.03
C 3.333426 3.305497 -6.740717 0.2 0.5 -0.3 -0.09
C 3.530748 3.315848 -8.115840 0.1 -0.8 0.1 -0.17
C 3.485930 2.086006 -8.773228 0.1 0.7 -0.1 -0.08
C 3.272169 0.907597 -8.079927 0.1 -0.1 -0.4 -0.04
C 3.328523 -0.995693 -0.473837 0.3 -0.1 0.0 -0.62
Br 4.989014 -0.884763 -1.405988 -0.2 0.0 0.2 0.82
N 3.372865 -1.517380 0.704903 -0.6 0.4 -0.4 0.09
C 2.166879 -1.539505 1.351814 0.3 -0.5 0.5 -0.21
C 2.109532 -2.089243 2.660024 0.1 -0.7 -0.2 -0.25
P 3.636001 -2.721823 3.433196 0.4 1.2 1.0 0.46
S 4.333313 -1.426835 4.720295 0.0 0.0 -0.1 0.19
H -0.133121 -0.047566 5.874154 0.2 0.0 -0.1 0.10
H 1.624845 -0.457720 5.900265 -0.1 -0.1 0.0 0.04
H 0.518058 -0.832098 7.274000 0.2 0.0 -0.1 0.06
H 1.357101 -4.704366 3.930828 -0.1 0.0 0.0 0.07
H 0.735032 -4.688202 5.576639 -0.3 0.1 0.0 0.10
H -0.367920 -4.382008 4.162889 0.0 -0.3 0.3 0.07
H -2.162301 -3.725423 3.465779 0.3 0.0 -0.2 0.12
H -2.155470 -2.921101 1.834743 0.0 -0.3 0.1 0.10
H -4.256269 -3.165391 3.776140 0.3 -0.4 -0.1 0.05
H -3.514455 -0.235038 3.574388 0.1 -0.1 0.0 0.08
H -4.974490 -0.950025 4.211930 0.1 0.0 0.2 0.02
H -3.415086 -1.262145 5.023626 0.0 0.0 -0.1 0.06
H -4.108489 -2.710178 1.318382 -0.4 0.2 -0.4 0.05
H -1.416516 0.796356 0.256620 0.1 0.0 0.4 -0.01
H -2.697524 -0.395297 1.648212 0.3 0.2 0.1 -0.02
H 1.211539 0.614841 -2.651189 0.1 0.0 0.0 0.12
H 2.996690 0.795398 -2.540619 -0.2 0.1 -0.1 0.10
H 3.381769 -1.282159 -3.716433 0.0 0.0 0.3 0.07
H 1.739354 -1.846516 -3.438807 -0.2 0.2 -0.1 0.13
H 2.506718 -0.976435 -6.716334 0.3 -0.3 0.1 0.13
H 2.968459 2.194840 -4.968278 0.0 -0.1 -0.1 0.11
H 3.356979 4.260275 -6.223100 0.0 -0.2 0.2 0.10
H 3.726189 4.241445 -8.661174 0.2 -1.1 0.3 -0.03
H 3.622385 2.094925 -9.850229 0.0 -0.3 0.1 0.10
H 3.259267 -0.009668 -8.663315 -0.1 -0.1 0.3 0.11
H 3.359445 -3.958604 4.038604 -0.1 -0.1 -0.5 -0.02
H 4.591109 -2.927812 2.428532 -0.5 -0.4 -0.2 -0.02
Cl -6.629168 1.032212 5.372703 0.0 0.0 0.0 0.54
C -6.326474 0.629350 7.064231 0.0 -0.1 0.0 -1.53
Cl -7.800918 0.042726 7.833703 0.0 0.0 0.0 0.53
Cl -5.028745 -0.558786 7.217733 -0.1 0.1 0.1 0.56
H -6.016464 1.532411 7.573049 0.0 0.0 0.0 0.01
Cl -6.215345 -3.183103 3.044882 -3.6 -1.4 0.0 0.78
C -7.750934 -4.038455 3.266060 0.2 0.1 0.4 -1.47
Cl -7.532974 -5.777292 3.022627 0.0 0.0 0.0 0.52
Cl -8.447249 -3.718862 4.866652 0.0 0.0 -0.1 0.51
H -8.451597 -3.681322 2.522765 0.0 0.0 0.0 0.01
Cl 3.895488 8.618610 -8.100211 0.0 0.0 0.0 0.52
C 2.673622 7.770305 -9.052269 -0.2 -0.1 0.1 -1.50
Cl 2.759915 6.026957 -8.753579 -0.4 1.1 -0.2 0.64
Cl 1.060719 8.389164 -8.699236 0.0 -0.3 -0.2 0.51
H 2.880950 7.944573 -10.099899 0.0 0.0 0.0 0.02
Cl -2.633022 -3.579211 -3.343948 -0.2 -0.2 -0.1 0.48
C -4.163287 -4.425912 -3.093392 0.1 0.0 0.0 -1.54
Cl -3.947481 -6.168609 -3.285187 0.0 0.0 0.0 0.52
Cl -4.860856 -4.062387 -1.514587 0.0 0.0 0.0 0.51
H -4.859626 -4.088460 -3.849462 0.0 0.0 0.0 0.01
Cl 1.710291 11.174448 -7.257521 0.0 0.3 0.2 0.49
C 0.457404 12.183594 -6.538255 0.1 0.0 0.0 -1.55
Cl -1.072814 11.306052 -6.451096 0.0 0.0 0.0 0.52
Cl 0.943819 12.747272 -4.938016 0.0 0.0 0.0 0.52
H 0.313636 13.049398 -7.170992 0.0 0.0 0.0 0.01
Cl 4.527809 1.368290 7.251681 0.0 0.0 0.0 0.51
C 4.621841 -0.276834 7.881925 0.1 0.1 0.1 -1.58
Cl 5.833340 -0.388556 9.161705 0.0 0.0 0.0 0.52
Cl 3.044368 -0.808775 8.466341 0.1 0.0 0.1 0.55
H 4.917696 -0.933416 7.074955 0.0 0.0 0.0 -0.10


73
Properties=species:S:1:pos:R:3:forces:R:3:lowdin_charge:R:1 method="wB97M-V/def2-TZVPD" relative_energy_kj_mol=63.15 homo_ev=-10.79 total_charge=+1 orbital_gap_ev=7.5 lumo_energy_ev=-3.25
Ti 0.841635 0.312599 -0.094587 -0.1 0.1 0.0 0.96
O -0.629381 1.292749 0.274650 -0.5 0.7 0.5 -0.23
C -0.977792 2.547508 0.463375 -0.3 1.1 0.3 -0.34
C -2.328390 2.915881 0.461607 0.1 -0.4 0.0 -0.01
C -2.713524 4.215677 0.706411 0.1 0.1 0.0 -0.05
C -1.765594 5.207199 0.963250 -0.1 0.1 0.0 -0.07
C -0.432694 4.877888 0.924945 0.1 -0.1 0.0 -0.02
C -0.017076 3.564150 0.658047 -0.3 -0.3 0.0 -0.16
C 1.384590 3.303983 0.499541 0.2 0.0 0.1 -0.05
N 1.915825 2.158568 0.273458 -0.1 0.3 0.1 -0.02
C 3.361396 2.091471 0.071766 0.3 -0.1 -0.1 -0.15
C 3.634701 0.956816 -0.917209 0.1 0.2 0.0 -0.15
N 2.871308 -0.148758 -0.376570 0.6 -0.2 -0.1 -0.07
C 3.422673 -1.267987 -0.092268 0.0 0.1 0.1 -0.04
C 2.813653 -2.227337 0.790922 -0.4 0.1 0.2 -0.13
C 3.409437 -3.476340 1.008490 0.0 0.1 -0.1 -0.02
C 2.978016 -4.301234 2.019592 0.0 0.0 0.0 -0.07
C 1.980306 -3.848523 2.883190 0.1 -0.1 -0.1 -0.05
C 1.388024 -2.618230 2.696925 -0.3 0.3 -0.1 0.00
C 1.736821 -1.802963 1.611735 0.7 -0.9 0.3 -0.30
O 1.115394 -0.654490 1.393041 0.2 -0.9 1.2 -0.20
H -3.062328 2.145064 0.264463 0.0 0.0 0.0 0.11
H -3.765562 4.468788 0.699635 0.0 0.0 0.0 0.12
H -2.074369 6.223008 1.163664 0.0 0.0 0.0 0.11
H 0.325510 5.630916 1.103816 0.0 0.0 -0.1 0.12
H 2.028914 4.186029 0.543921 0.0 -0.1 0.0 0.15
H 3.830422 1.842017 1.028712 0.0 0.0 0.0 0.14
H 3.771145 3.039735 -0.283615 -0.1 0.0 0.0 0.13
H 4.702792 0.736913 -0.983222 0.0 0.0 0.0 0.13
H 3.252397 1.225462 -1.904439 0.0 0.0 0.0 0.13
H 4.439913 -1.476305 -0.431110 0.0 0.1 0.0 0.15
H 4.222156 -3.786284 0.362658 0.0 0.0 0.0 0.12
H 3.429092 -5.272010 2.166875 0.0 0.0 0.0 0.11
H 1.665770 -4.470872 3.710393 0.0 0.0 0.0 0.12
H 0.633416 -2.262047 3.382750 -0.1 0.0 0.0 0.10
C -3.523604 0.554764 3.266609 0.2 0.1 0.0 -0.30
P -1.786548 -0.093334 3.143140 -0.6 -0.2 0.0 0.88
C -1.746433 -0.817807 4.849013 0.2 0.1 -0.3 -0.30
C -2.231341 -1.645838 2.195704 0.3 0.2 -0.4 -0.41
C -2.532017 -1.440038 0.690768 0.4 0.4 0.5 -0.37
P -1.104758 -1.384780 -0.517584 -1.2 -0.8 0.0 0.92
C -0.873400 -3.194488 -0.714128 0.2 0.3 0.0 -0.22
C -2.102247 -0.902065 -1.982652 0.3 0.0 0.1 -0.21
H -4.151983 -0.127061 3.842630 0.0 0.0 0.0 0.04
H -3.967159 0.681905 2.279877 0.0 0.0 -0.1 0.02
H -3.521620 1.529261 3.755070 0.0 0.0 0.0 0.04
H -2.470960 -1.625268 4.966589 0.0 0.0 0.0 0.04
H -1.992682 -0.016312 5.546184 0.0 0.0 0.0 0.04
H -0.750631 -1.181177 5.100164 0.0 0.0 0.0 0.02
H -3.117795 -2.059764 2.683058 0.0 -0.1 -0.1 0.08
H -1.421111 -2.370748 2.294817 0.0 -0.1 0.2 0.05
H -3.111028 -0.523905 0.551809 0.0 0.0 -0.1 0.06
H -3.143917 -2.274345 0.339882 0.0 0.1 -0.1 0.08
H -1.840469 -3.688832 -0.797176 0.0 0.0 0.0 0.05
H -0.338664 -3.577444 0.157090 0.0 0.0 0.0 0.04
H -0.271728 -3.408311 -1.592436 0.0 0.0 0.0 0.03
H -3.065084 -1.412619 -1.971585 0.0 0.0 0.0 0.06
H -1.586205 -1.133052 -2.912545 0.0 0.0 0.0 0.04
H -2.267796 0.176379 -1.933685 0.0 0.0 0.0 0.05
Cl -0.571845 0.779807 -7.518575 0.0 0.0 -0.1 0.71
C -0.128053 0.739307 -5.850717 0.0 0.2 0.0 -0.66
C -0.401211 1.851425 -5.056014 0.0 -0.1 -0.1 -0.09
C -0.059867 1.830889 -3.726347 0.3 -0.4 0.7 -0.55
Cl -0.350987 3.183441 -2.693425 -0.1 0.2 -0.2 0.82
C 0.533695 0.696635 -3.117861 -0.1 -0.1 -1.0 -0.32
O 0.812141 0.724208 -1.834676 0.0 0.0 -2.0 -0.24
C 0.811573 -0.415352 -3.959158 -0.2 0.8 0.6 -0.12
C 1.377685 -1.639056 -3.401730 0.1 -0.3 0.0 -0.17
O 1.517456 -1.885842 -2.219274 0.0 0.0 -0.2 0.01
C 0.490992 -0.364692 -5.320602 0.1 -0.3 0.2 -0.05
H -0.882756 2.718768 -5.484979 0.0 0.0 0.0 0.12
H 1.673212 -2.397267 -4.149157 0.0 0.0 -0.1 0.14
H 0.708539 -1.216442 -5.952920 0.0 0.0 0.0 0.12


71
Properties=species:S:1:pos:R:3:forces:R:3:lowdin_charge:R:1 method="wB97M-V/def2-TZVPD" relative_energy_kj_mol=261.24 homo_ev="-13.51 / -13.50" total_charge=+2 multiplicity=2 orbital_gap_ev="4.7 / 4.2" lumo_energy_ev="-8.80 / -9.27"
Ir 0.357156 0.099697 -0.890523 -0.8 -0.9 -1.6 1.22
C 0.286396 3.890857 -3.408324 -0.1 -0.1 0.0 -0.01
C -0.760218 3.824890 -2.335320 0.1 -0.7 0.2 -0.16
C -1.354978 4.974749 -1.856650 -0.2 0.1 0.2 -0.01
C -2.307687 4.921423 -0.846331 0.0 -0.2 0.1 0.00
C -2.692368 3.702802 -0.268054 -0.1 0.6 -0.2 -0.01
C -2.117911 2.536685 -0.698041 0.3 -0.2 -0.5 -0.19
C -2.537512 1.187452 -0.231121 -0.4 0.2 0.0 -0.11
C -1.141931 2.585567 -1.727678 0.4 1.4 0.1 -0.19
N -0.602280 1.376115 -2.121505 0.5 -0.4 1.9 -0.04
C -0.838905 0.964676 -3.448648 -0.4 0.3 -0.2 -0.40
O -1.510301 1.556410 -4.241082 0.0 0.2 0.1 0.20
C -0.245677 -0.339242 -3.693027 0.2 -0.3 -0.3 -0.16
C -0.311042 -0.995529 -4.902811 -0.1 -0.1 -0.1 0.08
C 0.330616 -2.215991 -5.028953 0.0 -0.1 -0.1 0.04
C 1.057438 -2.698271 -3.952524 0.0 -0.1 -0.1 0.07
C 1.075616 -1.967326 -2.784253 -0.2 0.1 -0.3 -0.15
N 0.404590 -0.820431 -2.641141 0.1 -0.6 -0.7 0.00
C 1.939661 -2.295816 -1.657174 0.2 -0.1 0.2 -0.41
O 2.803607 -3.126329 -1.696511 0.0 -0.1 0.1 0.17
N 1.737586 -1.390868 -0.597755 0.2 0.8 1.0 -0.04
C 2.556233 -1.532361 0.492116 0.4 0.0 0.4 -0.19
C 3.277296 -0.336396 0.926898 -0.2 -0.1 -0.3 -0.22
C 3.195956 0.917664 0.119108 0.2 0.0 0.2 -0.05
C 4.126170 -0.426778 1.999905 0.2 -0.2 0.2 -0.01
C 4.302527 -1.644567 2.645658 0.0 0.0 -0.1 0.04
C 3.613640 -2.805939 2.226995 0.2 0.2 0.2 0.01
C 2.743079 -2.792976 1.175340 -0.2 0.2 -0.5 -0.18
C 2.020464 -4.062765 0.814719 0.2 0.0 0.0 -0.02
H 0.696438 4.895212 -3.481376 0.0 0.0 0.0 0.09
H -0.158547 3.636985 -4.371300 0.0 0.1 0.0 0.09
H 1.101103 3.187713 -3.226867 0.0 0.0 0.0 0.09
H -1.063028 5.932990 -2.266475 0.0 0.0 0.0 0.13
H -2.767219 5.839794 -0.501716 0.0 0.0 0.0 0.12
H -3.467877 3.686275 0.487945 0.0 0.0 0.0 0.13
H -3.285804 1.250184 0.552245 -0.1 0.0 0.0 0.07
H -1.659396 0.677829 0.142222 -0.4 -0.4 0.4 -0.06
H -2.949552 0.578859 -1.038156 0.0 0.1 0.0 0.11
H -0.862396 -0.538705 -5.713544 0.0 0.0 0.0 0.15
H 0.284717 -2.770863 -5.956419 0.0 0.0 0.0 0.14
H 1.627632 -3.616707 -4.001465 0.0 0.0 0.0 0.15
H 3.672442 0.794255 -0.855769 0.0 -0.1 0.0 0.11
H 3.683090 1.738254 0.641558 0.0 0.0 0.0 0.10
H 2.156154 1.194045 -0.078972 0.1 0.3 0.0 0.00
H 4.691464 0.440785 2.315158 0.0 0.0 0.0 0.13
H 4.986348 -1.709507 3.483580 0.0 0.0 0.0 0.13
H 3.776533 -3.735626 2.759192 0.0 0.1 0.0 0.14
H 1.836282 -4.652057 1.711535 -0.1 0.0 0.0 0.10
H 2.641707 -4.658090 0.145774 0.0 0.0 0.0 0.10
H 1.077395 -3.895718 0.303558 0.0 0.0 0.0 0.07
C -3.810721 -0.526393 3.298472 0.2 -0.1 0.0 -0.51
C -3.404613 -1.881517 2.722780 0.0 0.1 -0.1 -0.49
S -2.402267 -1.779201 1.205289 0.0 0.0 0.0 0.90
C -0.780591 -2.364154 1.736647 -0.3 0.2 0.2 -0.54
C -0.016781 -1.401672 2.632897 0.0 -0.3 -0.2 -0.44
S 0.454929 0.173514 1.844548 -0.1 0.2 -0.4 0.93
C -0.283967 1.419076 2.946554 -0.2 0.3 -0.3 -0.45
C -1.802740 1.508746 3.034703 0.1 -0.2 0.3 -0.50
S -2.511752 0.328911 4.229563 0.0 0.1 0.1 0.92
H -4.615043 -0.672359 4.019994 0.0 0.0 0.0 0.08
H -4.178343 0.138034 2.517078 -0.1 0.0 0.0 0.07
H -4.302446 -2.432163 2.441411 0.0 0.0 0.1 0.08
H -2.861853 -2.472792 3.460470 0.0 0.0 0.0 0.08
H -0.245187 -2.545137 0.810039 0.0 -0.1 0.0 0.02
H -0.909140 -3.316817 2.253455 0.1 0.0 0.0 0.10
H 0.916576 -1.844938 2.982441 0.0 0.0 0.0 0.08
H -0.630457 -1.141818 3.492461 0.1 0.1 0.0 0.03
H 0.126363 2.354969 2.560508 0.0 0.0 0.1 0.09
H 0.152250 1.239045 3.930071 0.1 0.0 -0.1 0.09
H -2.253354 1.346008 2.070716 -0.1 0.0 0.0 0.02
H -2.065573 2.507349 3.385879 0.1 0.0 -0.1 0.09